[1]
DFT (ωB97M-V with the def2-TZVPD basis set) results for a molecular structure, C21H25AuN4S2.

## Properties
HOMO-LUMO gap (eV): 5.35
Charge: +2

Geometry (Å):
1 Au -0.5496 0.1752 1.0868
2 S 1.6325 0.0490 -2.0138
3 C 2.8384 1.0796 -1.4997
4 C 4.2244 0.8915 -1.5244
5 C 5.0019 1.8901 -1.0003
6 C 4.4803 3.1148 -0.4432
7 C 3.1564 3.3461 -0.4095
8 C 2.2712 2.3327 -0.9471
9 N 0.9961 2.4347 -0.9805
10 C 0.3567 1.3463 -1.6419
11 C -1.5676 1.6556 -2.8630
12 C -2.6541 1.9553 -3.7643
13 C -3.9015 1.6419 -3.3754
14 C -4.1527 1.0256 -2.0860
15 C -3.1761 0.7195 -1.1994
16 C -1.8379 1.0227 -1.5734
17 H 4.6648 -0.0074 -1.9315
18 H 6.0776 1.7588 -1.0024
19 H 5.1806 3.8434 -0.0596
20 H 2.7194 4.2510 -0.0105
21 H -2.4558 2.4260 -4.7174
22 H -4.7472 1.8527 -4.0145
23 H -5.1820 0.8111 -1.8273
24 H -3.3877 0.2772 -0.2362
25 C -0.3583 -3.6756 5.3463
26 N 0.1642 -2.5748 4.5306
27 C 1.4064 -1.9908 5.0391
28 C -0.5658 -1.9952 3.5775
29 S -0.3262 -0.2951 3.3123
30 N -1.4825 -2.7251 2.9305
31 C -1.2889 -4.1508 2.6649
32 C -2.6518 -2.1465 2.2859
33 H -0.1690 -3.4323 6.3908
34 H 0.1321 -4.6207 5.1144
35 H -1.4303 -3.7719 5.2049
36 H 2.0393 -2.8056 5.3856
37 H 1.2073 -1.3163 5.8728
38 H 1.9182 -1.4471 4.2523
39 H -0.2614 -4.4350 2.8722
40 H -1.4900 -4.3255 1.6075
41 H -1.9653 -4.7718 3.2522
42 H -2.8779 -1.1735 2.7100
43 H -3.4974 -2.8134 2.4542
44 H -2.4941 -2.0518 1.2075
45 C 0.6711 1.5186 -5.2718
46 C 0.5612 2.4598 -4.0627
47 C -0.2408 1.8660 -2.9611
48 N -0.7425 0.8081 -0.8765
49 H 1.2512 1.9952 -6.0596
50 H -0.3125 1.2778 -5.6723
51 H 1.1644 0.5829 -5.0067
52 H 0.0919 3.3982 -4.3656
53 H 1.5593 2.7189 -3.7006

Atomic partial charges in e from the Mulliken method, atoms 1 to 4: 0.195 -0.111 1.274 -0.869

---

[2]
DFT (ωB97M-V with the def2-TZVPD basis set) results for a molecular structure, C21H25BCl2N6PtS.

## Properties
Spin multiplicity: 3
HOMO-LUMO gap (spin up / spin down) (eV): 7.77 / 6.93
Charge: 0
<S²>: 2.006

Geometry (Å):
1 Pt 0.0077 0.1579 0.1921
2 C 0.7855 -3.6520 0.4855
3 C 0.4205 -3.0979 -0.8459
4 C 0.3246 -3.8210 -2.0359
5 C -0.0379 -2.9001 -2.9993
6 C -0.2724 -3.1547 -4.4450
7 N -0.1469 -1.7007 -2.3966
8 N 0.1321 -1.8221 -1.0868
9 B -0.5282 -0.3605 -3.0509
10 N 0.6252 0.6369 -2.8278
11 N 1.0707 0.9325 -1.6008
12 C 2.0646 1.8044 -1.7000
13 C 2.7834 2.3374 -0.5160
14 C 2.2820 2.0750 -3.0530
15 C 1.3498 1.3160 -3.7380
16 C 1.1618 1.2195 -5.2094
17 N -1.7928 0.1796 -2.3551
18 N -1.8344 0.3832 -1.0330
19 C -3.0345 0.8400 -0.7032
20 C -3.4109 1.1659 0.6949
21 C -3.8099 0.9230 -1.8622
22 C -2.9882 0.4956 -2.8901
23 C -3.3276 0.3704 -4.3318
24 H 0.9679 -4.7195 0.3859
25 H 1.6874 -3.1790 0.8703
26 H -0.0187 -3.5016 1.2037
27 H 0.4966 -4.8694 -2.1703
28 H -0.1124 -4.2104 -4.6481
29 H -1.2907 -2.8948 -4.7263
30 H 0.4119 -2.5728 -5.0591
31 H -0.7265 -0.5037 -4.2034
32 H 2.3987 1.8667 0.3887
33 H 3.8503 2.1390 -0.5984
34 H 2.6353 3.4128 -0.4375
35 H 3.0174 2.7330 -3.4681
36 H 1.8832 1.8669 -5.7007
37 H 1.3161 0.1980 -5.5524
38 H 0.1586 1.5259 -5.4984
39 H -2.5842 0.9244 1.3627
40 H -3.6335 2.2272 0.7879
41 H -4.2910 0.5993 0.9930
42 H -4.8268 1.2494 -1.9347
43 H -4.3565 0.6869 -4.4810
44 H -2.6757 0.9900 -4.9443
45 H -3.2258 -0.6609 -4.6646
46 Cl 0.6402 -0.9355 2.3696
47 C 0.6487 0.2816 3.5909
48 C 0.9740 -0.1078 4.8779
49 C 0.9946 0.8312 5.8917
50 C 0.6893 2.1546 5.6101
51 C 0.3662 2.5335 4.3240
52 Cl -0.0089 4.1838 4.0019
53 C 0.3339 1.6071 3.2630
54 S -0.0795 2.1550 1.6779
55 H 1.2076 -1.1431 5.0716
56 H 1.2474 0.5330 6.8963
57 H 0.7001 2.9009 6.3876

Atomic partial charges in e from the Mulliken method, atoms 1 to 4: 1.922 -1.527 0.750 -1.306

---

[3]
DFT (ωB97M-V with the def2-TZVPD basis set) results for a molecular structure, C21H25BF4N7O2ReS2.

## Properties
Spin multiplicity: 4
HOMO-LUMO gap (spin up / spin down) (eV): 7.38 / 6.79
Charge: +1
<S²>: 3.782

Geometry (Å):
1 Re -0.8742 -0.0691 0.5169
2 N -2.9278 -3.7212 -0.0471
3 C -1.9627 -2.8086 0.0672
4 S -1.9035 -1.8773 1.5828
5 N -1.0481 -2.7031 -0.8636
6 N -0.1524 -1.7288 -0.5174
7 C 1.1207 -1.8423 -0.7141
8 C 1.7437 -2.9337 -1.4725
9 C 2.7974 -3.6677 -0.9265
10 C 3.3569 -4.7095 -1.6462
11 C 2.8806 -5.0102 -2.9149
12 C 1.8329 -4.2813 -3.4602
13 C 1.2536 -3.2525 -2.7387
14 C 1.9020 -0.8422 0.0407
15 C 3.2659 -0.6571 -0.0839
16 C 3.9006 0.2513 0.7530
17 C 3.1608 0.9511 1.6910
18 C 1.7927 0.7519 1.7463
19 N 1.1811 -0.1206 0.9396
20 H -3.7501 -3.6402 0.5265
21 H -3.0089 -4.2141 -0.9226
22 H 3.1569 -3.4492 0.0715
23 H 4.1620 -5.2889 -1.2155
24 H 3.3225 -5.8210 -3.4779
25 H 1.4605 -4.5220 -4.4464
26 H 0.4236 -2.6944 -3.1493
27 H 3.8169 -1.2199 -0.8227
28 H 4.9680 0.4054 0.6713
29 H 3.6257 1.6518 2.3687
30 H 1.1472 1.2776 2.4354
31 C -0.2075 -0.1206 6.2908
32 C 0.3877 0.2906 4.9609
33 O -0.3712 -0.1956 3.8508
34 H 0.4009 0.2541 7.1140
35 H -0.2658 -1.2057 6.3666
36 H -1.2119 0.2910 6.4105
37 H 1.3852 -0.1358 4.8403
38 H 0.4785 1.3826 4.9043
39 H -1.2955 0.0273 4.0119
40 N -1.3927 1.5357 1.5909
41 C -2.0050 2.5418 1.7080
42 N -2.6392 3.6006 1.8567
43 C -2.6330 4.5284 0.9130
44 N -2.6258 5.3399 0.0916
45 F -4.5717 1.0687 -1.3268
46 B -4.2652 0.2227 -0.3237
47 F -4.6546 -1.0610 -0.4563
48 F -4.2817 0.7314 0.9288
49 F -2.5673 0.0852 -0.5843
50 O -0.2911 1.2377 -1.0248
51 S -0.7805 2.7145 -1.1244
52 C 0.5833 3.5730 -1.9491
53 C -0.0796 4.3581 -3.0757
54 C -1.0705 3.3908 -3.7190
55 C -1.8716 2.7782 -2.5729
56 H 1.2245 2.7772 -2.3329
57 H 1.1225 4.1725 -1.2198
58 H 0.6718 4.7239 -3.7741
59 H -0.6057 5.2257 -2.6713
60 H -0.5354 2.6113 -4.2645
61 H -1.7355 3.8925 -4.4196
62 H -2.2209 1.7572 -2.7226
63 H -2.7202 3.3922 -2.2687

Atomic partial charges in e from the Mulliken method, atoms 1 to 4: 0.980 -0.344 0.582 -0.514

---

Per-record max |F|, eV/Å: 0.11; 1.12; 0.64
Per-record E_tot, eV: -53490.7121; -70929.0895; -72055.4014